(1)
The following is a quantum chemistry calculation of 7 unconnected molecules or ions with the total composition C16H36Cl4FN4O4 at a distorted geometry, from OMol25.

Values from the calculation:
Gap between HOMO and LUMO ... 7.33 eV
Total charge ... -1
Largest force on an atom ... 4.2 eV Å⁻¹
Lowest unoccupied orbital energy ... 0.0732 Ha
Energy relative to the best compared isomer or geometry (same formula, charge and spin) ... 3.991 eV

XYZ file:
```
65
Properties=species:S:1:pos:R:3:forces:R:3
F 0.0712 -0.2938 -0.1412 0.054 -0.119 -0.024
C 2.6064 4.3452 -0.4495 0.229 0.059 -0.061
C 2.0525 4.5133 -1.8743 -0.125 2.982 0.177
O 2.1754 5.5913 -2.4973 0.265 -1.514 0.731
N 1.3185 3.5148 -2.3391 -0.685 -1.789 0.689
C 0.6394 3.5197 -3.6224 0.976 1.271 -0.032
H 2.6543 5.2826 0.1047 -0.175 0.268 -0.528
H 3.6408 4.0051 -0.4984 -0.018 -0.247 -0.053
H 2.0301 3.6795 0.1931 -0.007 -0.341 -0.338
H 1.2380 2.7210 -1.7199 -0.206 -0.203 -0.251
H -0.2510 2.8958 -3.6999 0.417 -0.157 0.319
H 1.4117 3.3249 -4.3666 -0.407 -0.463 -0.428
H 0.3822 4.5663 -3.7859 -0.336 -0.021 -0.143
C -3.6107 -1.9673 -2.9979 0.471 -0.390 1.183
C -4.5038 -1.9809 -1.7505 -2.725 -0.518 -3.147
O -5.7265 -2.1408 -1.9942 1.546 0.384 1.313
N -3.9500 -1.9518 -0.5593 0.640 0.270 1.800
C -4.7347 -1.9532 0.6896 -0.200 0.369 -0.719
H -3.8577 -2.9194 -3.4678 0.029 0.212 -0.346
H -2.5588 -2.0055 -2.7146 0.146 0.216 -0.197
H -3.8066 -1.1246 -3.6608 -0.145 -0.146 0.182
H -2.9785 -1.6768 -0.5318 0.091 -0.056 0.255
H -5.1240 -2.9404 0.9387 0.215 -0.079 -0.092
H -5.5993 -1.3091 0.5296 -0.069 -0.008 0.068
H -4.1652 -1.5498 1.5269 0.216 -0.144 -0.268
C 5.3345 -1.2625 -0.2916 0.126 0.080 0.683
C 5.3005 -1.4378 -1.7788 0.399 -0.369 1.224
O 6.3069 -1.8292 -2.3217 0.890 -0.273 -1.212
N 4.1378 -1.2443 -2.3824 -1.320 0.276 -0.170
C 3.8885 -1.5627 -3.7626 -0.103 0.017 -0.471
H 5.4564 -2.2525 0.1479 -0.193 -0.126 -0.048
H 4.4660 -0.7857 0.1629 0.052 0.096 -0.082
H 6.2643 -0.7536 -0.0374 -0.183 0.263 -0.002
H 3.3448 -0.9928 -1.8097 0.050 -0.008 -0.081
H 4.0372 -2.6156 -4.0022 0.037 -0.144 0.259
H 4.5504 -1.0125 -4.4314 -0.041 0.167 0.068
H 2.8491 -1.3123 -3.9749 0.126 0.049 -0.093
C 0.8044 -5.2275 -0.2674 0.148 0.526 -0.156
C 1.3933 -5.2504 1.1163 0.332 -3.819 0.656
O 1.7205 -6.3696 1.5700 -0.062 1.251 -0.291
N 1.4454 -4.1568 1.8427 0.136 2.346 0.994
C 1.9161 -3.9811 3.2497 0.129 -0.309 -1.253
H -0.2086 -5.6210 -0.1832 -0.019 0.070 -0.084
H 1.3839 -5.9093 -0.8898 -0.057 0.060 0.094
H 0.7844 -4.2381 -0.7245 -0.123 0.030 -0.004
H 1.1359 -3.3248 1.3610 0.025 0.257 0.225
H 2.6079 -4.7787 3.5207 -0.383 -0.212 -0.108
H 1.0771 -3.9222 3.9430 0.043 -0.148 -0.040
H 2.5020 -3.0639 3.3095 -0.230 0.131 -0.115
Cl -4.7209 4.5258 -1.8151 0.477 0.198 0.619
C -3.9323 4.5786 -0.1585 -0.438 -0.239 -0.701
C -4.9988 4.7748 0.9007 -0.364 -0.496 0.335
Cl -5.9651 6.2559 0.6247 0.241 0.056 0.195
H -3.1733 5.3603 -0.1287 -0.274 0.092 -0.231
H -3.4238 3.6150 -0.1267 -0.167 0.046 0.505
H -4.6018 4.7957 1.9156 0.412 0.419 -0.164
H -5.7331 3.9716 0.9626 0.143 -0.104 -0.569
Cl -0.1043 3.3281 5.7444 0.185 1.139 0.169
C -0.1267 1.7920 4.9529 -0.547 -2.297 0.483
C -1.0517 0.8212 5.7733 0.969 -0.437 -1.138
Cl -2.7522 1.2824 5.6938 -0.261 0.239 0.215
H 0.8716 1.3549 4.9304 0.105 0.132 0.342
H -0.3984 1.8386 3.8983 -0.481 0.318 0.214
H -0.7266 0.6487 6.7993 -0.096 0.766 0.080
H -1.0156 -0.1848 5.3552 0.117 0.126 -0.436
```
Forces are in eV/Å.

=====

(2)
The following is a quantum chemistry calculation of a molecular structure, C29H23Br2Cl2N2RhSi at a distorted geometry, from OMol25.

Values from the calculation:
Gap between HOMO and LUMO (alpha / beta) ... 6.90 / 4.44 eV
Total charge ... +2
Spin multiplicity ... 5
Largest force on an atom ... 4.9 eV Å⁻¹
Lowest unoccupied orbital energy (alpha / beta) ... -0.2440 / -0.3367 Ha
Energy relative to the best compared isomer or geometry (same formula, charge and spin) ... 1.371 eV

XYZ file:
```
60
Properties=species:S:1:pos:R:3:forces:R:3
Rh 0.1695 0.7758 -1.6120 -0.343 -1.097 -0.626
Br 4.0375 -4.6658 -2.4730 -0.378 0.575 0.004
C 2.9902 -3.0932 -2.4225 0.341 0.008 0.096
C 3.5911 -1.8378 -2.2866 -0.200 -0.442 -0.134
C 2.7732 -0.7298 -2.2281 0.355 0.017 0.008
N 1.4424 -0.8013 -2.3016 -0.177 -0.237 -0.113
C 0.8466 -2.0054 -2.4650 0.873 -0.279 0.099
C 1.6061 -3.1720 -2.5126 -0.156 0.311 -0.112
C -0.6166 -2.0058 -2.5731 -0.877 -0.216 -0.131
C -1.3712 -3.1535 -2.8140 0.214 0.307 0.040
C -2.7517 -3.0450 -2.9291 -0.386 -0.049 0.040
Br -3.8133 -4.5800 -3.2301 0.406 0.527 0.074
C -3.3507 -1.7895 -2.8045 0.208 -0.393 -0.050
C -2.5377 -0.7069 -2.5453 -0.374 0.059 -0.107
N -1.2163 -0.8068 -2.4300 0.714 0.063 0.022
H 4.6642 -1.7360 -2.2465 0.045 0.042 0.057
H 3.2079 0.2578 -2.1222 -0.064 -0.020 0.020
H 1.1362 -4.1341 -2.6377 -0.023 -0.038 0.028
H -0.9051 -4.1185 -2.9201 0.046 -0.072 -0.018
H -4.4155 -1.6680 -2.9120 -0.111 0.040 0.027
H -2.9721 0.2794 -2.4387 0.025 0.024 0.080
C 1.4604 -3.3486 2.5149 0.032 -0.144 -0.006
C 1.8325 -2.1599 3.1233 -0.219 -0.035 0.167
C 1.3161 -0.9563 2.6684 0.300 -0.142 -0.091
C 0.4542 -0.9501 1.5797 0.343 1.090 -1.324
C 0.0514 -2.1448 0.9952 0.361 -0.098 -0.081
C 0.5723 -3.3432 1.4496 -0.191 -0.078 0.128
Si -0.0590 0.7356 0.7652 -1.104 -0.429 4.716
C -1.8200 0.8409 1.6111 1.532 0.433 -1.498
C -2.8289 -0.0147 1.1939 -0.443 0.307 -0.073
C -4.1237 0.1910 1.6438 0.100 -0.337 0.055
C -4.3951 1.2249 2.5259 -0.232 0.021 0.023
C -3.3796 2.0625 2.9515 0.191 -0.121 0.339
C -2.0777 1.8497 2.5230 -0.440 0.365 0.001
C 1.0375 2.2147 1.3049 -0.349 -0.821 -0.654
C 0.5063 3.5011 1.3855 -0.239 0.139 -0.085
C 1.3057 4.5785 1.7226 -0.136 0.040 -0.058
C 2.6614 4.3902 1.9400 0.007 0.024 -0.017
C 3.2086 3.1224 1.8303 0.206 -0.109 0.011
C 2.4100 2.0408 1.4955 0.021 -0.001 -0.073
H 1.8419 -4.2888 2.8859 0.111 -0.028 -0.023
H 2.5168 -2.1701 3.9580 0.012 -0.011 0.112
H 1.5975 -0.0376 3.1580 0.101 0.136 0.020
H -0.6526 -2.1420 0.1757 -0.073 -0.034 -0.178
H 0.2805 -4.2702 0.9795 -0.067 -0.140 0.028
H -2.6244 -0.8264 0.5124 0.031 -0.127 -0.159
H -4.9102 -0.4679 1.3088 -0.137 -0.058 0.062
H -5.3981 1.3609 2.9061 -0.055 0.075 -0.106
H -3.5845 2.8731 3.6344 -0.073 -0.006 0.135
H -1.2903 2.4820 2.9022 0.054 0.079 -0.042
H -0.5443 3.6619 1.1795 -0.060 0.055 0.045
H 0.8765 5.5658 1.8082 -0.044 0.068 -0.001
H 3.2905 5.2358 2.1719 0.069 0.045 0.089
H 4.2645 2.9807 2.0063 0.087 -0.039 -0.015
H 2.8496 1.0595 1.3832 0.096 -0.093 0.069
Cl -1.0017 2.4371 -2.9713 -0.838 0.195 -0.705
C 0.1534 3.7498 -2.7132 0.308 0.565 -0.038
Cl 1.5077 3.0471 -1.8203 0.625 0.390 -0.189
H -0.3289 4.5216 -2.1129 0.138 -0.142 -0.058
H 0.5094 4.1308 -3.6724 -0.170 -0.164 0.171
```
Forces are in eV/Å.

=====

Which value of energy relative to the best compared isomer or geometry (same formula, charge and spin) does entry 2 give?
1.371 eV